<a>
The following is a quantum chemistry calculation of CH8N2O as an isolated structure, from OMol25.

Summary:
Kohn-Sham gap   10.9178 eV
HOMO level   -10.40 eV

Last column: natural (NBO) charge in e.
Geometry (Å):
N (2.15148, -0.38960, 0.26957)  -1.067
H (2.24726, 0.61046, 0.31886)  0.382
H (1.80184, -0.76089, 1.12845)  0.378
H (1.55426, -5.04217, -1.50503)  0.002
H (1.70085, -0.70233, -0.59317)  0.381
N (-1.21762, 0.53585, -1.21058)  -0.705
C (-1.25356, 0.32414, 0.08848)  0.287
O (-0.52462, 0.85630, 1.01756)  -0.664
H (-0.61885, 1.35448, -1.35881)  0.323
H (1.04470, -5.13800, -0.95337)  -0.002
H (0.10489, 0.01043, 0.34966)  0.533
H (-1.82855, -0.57799, 0.37146)  0.150

---

<b>
The following is a quantum chemistry calculation of a 2-piece molecular cluster, CH8N2O overall, from OMol25.

Summary:
Kohn-Sham gap   10.0327 eV
SMILES   NCN.O
HOMO level   -9.23 eV

Last column: natural (NBO) charge in e.
Geometry (Å):
N (0.75398, -0.27638, -1.92707)  -0.831
C (-0.05336, -0.27904, -0.62421)  -0.065
N (0.56458, 0.37931, 0.53930)  -0.883
H (0.66942, 0.65315, -2.34700)  0.346
H (1.66421, -0.38581, -1.70015)  0.337
H (-0.99048, 0.24747, -0.80745)  0.187
H (-0.34634, -1.33375, -0.37783)  0.186
H (1.52988, 0.01303, 0.70578)  0.360
H (0.50290, 1.33447, 0.64742)  0.363
O (-1.77381, -0.27612, 1.97794)  -0.953
H (-0.91677, -0.72519, 2.14390)  0.484
H (-1.60420, 0.64886, 1.76938)  0.469

---

The least stable of them is <a>.

---

<a>
The following is a quantum chemistry calculation of a 2-piece molecular cluster, C4H10NOP overall, from OMol25.

Summary:
Kohn-Sham gap   8.8519 eV
SMILES   [H]/N=C/CC.CP=O
HOMO level   -9.55 eV

Last column: natural (NBO) charge in e.
Geometry (Å):
H (2.04177, -1.51664, 2.36791)  0.341
N (2.31283, -1.00807, 1.52836)  -0.633
C (1.39480, -0.36342, 0.96756)  0.145
C (1.68623, 0.48495, -0.22782)  -0.465
C (1.90662, 1.92169, 0.25308)  -0.595
H (0.35617, -0.31543, 1.31784)  0.161
H (2.58023, 0.11784, -0.72976)  0.220
H (0.84155, 0.44583, -0.91926)  0.198
H (1.07548, 2.24655, 0.87724)  0.202
H (1.99801, 2.60574, -0.58730)  0.209
H (2.81792, 1.97024, 0.84508)  0.214
C (-3.60793, -1.85612, -0.96745)  -1.061
P (-1.99179, -2.41955, -0.19695)  1.315
O (-1.89911, -1.72293, 1.08264)  -0.986
H (-3.50584, -1.73968, -2.04369)  0.236
H (-4.34735, -2.63824, -0.78941)  0.247
H (-3.95570, -0.93209, -0.51257)  0.250

---

<b>
The following is a quantum chemistry calculation of a 2-piece molecular cluster, C4H10NOP overall, from OMol25.

Summary:
Kohn-Sham gap   9.1249 eV
SMILES   C=NCC.C=PO
HOMO level   -8.70 eV

Last column: natural (NBO) charge in e.
Geometry (Å):
C (0.70835, 1.58408, 0.59180)  -0.023
N (0.60742, 0.36148, 0.19686)  -0.419
C (1.58406, -0.58239, 0.29561)  -0.263
C (1.30053, -1.78427, -0.59670)  -0.610
H (-0.17757, 2.12155, 0.39469)  0.206
H (1.60885, 1.94042, 1.05200)  0.165
H (1.35598, -0.97270, 1.25568)  0.218
H (2.60033, -0.33155, 0.24437)  0.189
H (2.11807, -2.49257, -0.46305)  0.211
H (0.33535, -2.18320, -0.24702)  0.221
H (1.04665, -1.65291, -1.63468)  0.215
C (-2.57884, 1.23260, -0.73006)  -1.004
P (-2.67055, 0.57927, 0.80991)  1.016
O (-1.66396, -0.68506, 0.88471)  -1.050
H (-3.19800, 2.16882, -0.87255)  0.226
H (-2.15912, 0.89367, -1.60143)  0.211
H (-0.81753, -0.19723, 0.41984)  0.490

---

The least stable of them is <b>.